The following is a quantum chemistry calculation of a single C18H16N4OS2 molecule, from OMol25.

```
41
Properties=species:S:1:pos:R:3:forces:R:3:nbo_charge:R:1
C 0.6588 3.8900 -6.3829 -0.5746 0.3284 -0.3374 -0.641
C -0.4502 3.0236 -5.9202 -0.7812 -0.3327 0.8934 -0.064
O -0.0834 1.8248 -5.2699 0.3289 -0.2566 1.4137 -0.488
C -0.3435 1.8042 -3.9149 0.5496 -2.2130 0.1184 0.285
C -0.3147 2.8178 -3.0019 -0.1239 1.3971 -0.9047 -0.237
C -0.5205 2.6946 -1.6496 0.6019 -2.6556 -0.4908 -0.187
C -0.6471 1.4275 -1.0913 -1.3175 -0.5489 0.0775 0.104
N -0.7007 1.1590 0.3356 -2.4729 1.5654 0.7966 -0.424
C -0.2093 -0.0157 0.9273 -0.4724 2.0973 -1.6152 0.389
N 0.5262 -0.8624 0.2078 0.9727 -1.6076 1.4688 -0.809
C -0.4839 -0.0934 2.2070 -0.6387 -1.4345 4.5251 -0.362
C -0.0423 -1.2549 3.0072 -1.5208 2.0075 3.5502 0.404
N 0.7084 -2.1957 2.6565 1.1938 -1.0429 -4.2739 -0.520
C 0.8241 -3.0616 3.6457 2.6939 -5.3785 1.0651 0.097
C 1.3216 -4.4372 3.5439 -0.4310 1.3320 0.9667 -0.178
C 1.4470 -5.1839 4.7355 -0.2073 0.8837 -1.9270 -0.238
C 0.9609 -4.6092 5.9158 0.1952 0.2673 0.7772 -0.213
C 0.3712 -3.3744 6.0165 -0.1013 1.0184 -1.1927 -0.245
C 0.3386 -2.6060 4.8646 -0.9765 0.2145 -2.3340 0.108
N -0.2935 -1.4686 4.4081 -3.5043 4.2006 1.0000 -0.559
S -1.4493 1.2664 2.8990 0.9358 -1.2914 -2.6882 0.412
C -1.5456 1.8790 1.2357 0.2289 2.1831 0.5419 -0.052
S -2.3854 3.3959 1.1563 1.1464 -2.2415 -0.8332 -0.176
C -0.8586 0.3733 -1.9904 1.2153 0.2446 -0.3451 -0.228
C -0.5452 0.5635 -3.3324 -0.4014 -1.3658 -0.2466 -0.225
H 0.8388 4.6975 -5.6752 0.0606 0.1704 -0.2152 0.209
H 0.2796 4.2464 -7.3539 1.0436 0.3190 0.2188 0.222
H 1.5306 3.2759 -6.4149 0.8362 -0.1821 -0.6555 0.228
H -1.0380 3.5340 -5.2122 -0.9901 1.0405 0.6881 0.173
H -1.1442 2.7485 -6.6768 -0.2777 -0.3735 -1.0645 0.182
H -0.0750 3.7638 -3.4049 0.0320 1.2905 -0.0181 0.205
H -0.5096 3.5203 -1.0616 0.1980 2.3204 1.6897 0.236
H 0.9310 -0.4117 -0.5785 0.8299 -0.1186 -0.6319 0.399
H 1.0936 -1.3933 0.9338 -0.2932 0.0982 -1.7604 0.446
H 1.4994 -4.9029 2.5634 0.2422 0.4855 0.5207 0.219
H 1.9144 -6.1685 4.6056 -0.4565 0.3512 0.7052 0.223
H 1.0342 -5.0148 6.8884 0.3441 -1.3723 0.6058 0.214
H -0.0413 -2.9236 6.8905 -0.0842 -0.3375 0.8283 0.217
H -1.1060 -0.9318 4.8971 2.3681 -1.4464 -0.9611 0.414
H -1.0920 -0.6438 -1.7093 0.0992 0.1158 0.4006 0.239
H -0.3991 -0.3527 -3.9004 -0.4907 0.2680 -0.3564 0.222
```
Positions in Å, forces in eV/Å.

## Properties
Energy above the lowest of the compared OMol25 structures with the same formula, charge and spin, eV: 2.6335
SMILES: CCOc1ccc(-n2c(N)c(-c3nc4ccccc4[nH]3)sc2=S)cc1
LUMO, eV: -0.028
Kohn-Sham gap, eV: 7.47
Spin multiplicity: 1


The following is a quantum chemistry calculation of a single C18H16O4 molecule, from OMol25.

```
38
Properties=species:S:1:pos:R:3:forces:R:3:nbo_charge:R:1
C -3.7889 -3.2951 1.3425 1.2130 -1.1342 -7.5354 -0.240
O -2.7952 -2.2929 0.6268 -0.7306 -4.5552 2.7464 -0.483
C -3.3689 -1.1923 0.2658 -1.9236 1.6730 -1.4581 0.297
C -4.7003 -0.8900 0.3377 -0.3999 3.3494 0.5267 -0.340
C -5.1339 0.4735 0.1274 0.0908 -3.2811 -0.1284 -0.208
C -4.2475 1.2648 -0.3640 4.6119 6.2150 -5.7768 -0.219
C -2.8767 0.9714 -0.8626 -2.5975 -0.9418 3.3746 -0.022
C -1.9000 2.0682 -1.3608 2.9208 -13.3799 -1.7820 0.001
O -0.8859 2.1766 -0.5376 0.0758 5.3920 4.8168 -0.481
C 0.2673 1.8015 -0.1280 1.6507 -5.9050 -5.8969 0.425
C 1.0751 2.3292 0.8647 -2.7977 1.2526 3.2585 -0.310
C 2.1390 1.6289 1.3696 -1.3977 -3.3379 -6.2692 -0.077
C 2.7659 0.4453 0.6307 -12.9458 9.1710 1.3649 -0.219
C 3.8707 0.0768 1.0475 12.4895 -6.6727 -1.5275 0.077
C 4.8359 0.6301 2.0172 -5.7803 -13.3516 4.7022 -0.536
C 4.4024 -0.9303 0.1733 1.8402 -3.2384 2.4192 -0.328
C 3.5866 -1.4900 -0.8373 3.9248 -3.7741 -9.1295 0.648
O 3.9790 -2.2765 -1.9764 -0.5313 2.5016 6.9654 -0.687
O 2.5376 -0.8941 -1.2796 -4.1658 2.6184 2.5692 -0.409
C 1.9355 0.0779 -0.3906 -0.1373 -2.0718 -5.7874 0.361
C 0.7683 0.6386 -1.0119 1.8614 2.2451 5.6420 -0.332
C -2.5500 -0.2948 -0.4205 4.6862 -0.2678 -0.9516 -0.229
H -4.0719 -2.9219 2.2048 -2.2949 2.7645 3.7140 0.173
H -4.6505 -3.5332 0.4248 2.4166 0.6003 3.2691 0.211
H -3.2559 -4.1743 1.7097 0.4844 -0.0715 -1.1957 0.205
H -5.4242 -1.1361 0.9999 -1.7608 -3.1442 1.8932 0.220
H -6.1233 0.8385 0.2387 -0.8384 -0.2426 0.4631 0.220
H -4.4695 2.2559 -0.8661 -0.6648 -0.6264 1.4441 0.184
H -1.4390 1.4721 -2.3164 -1.0876 1.4509 1.2300 0.149
H -2.3120 2.8043 -1.7375 -3.7242 7.9130 -2.6171 0.180
H 0.5148 3.0965 1.5904 1.6151 -1.2740 -1.9040 0.233
H 2.6610 2.0860 2.0425 3.0110 2.1964 4.4378 0.191
H 4.1487 0.3449 3.0839 2.3713 1.3655 -2.4144 0.197
H 5.0966 1.4770 1.9828 2.9205 12.1982 -0.5267 0.180
H 5.7228 -0.0018 2.0948 -0.2909 -0.0628 -0.1736 0.234
H 5.3522 -1.7373 0.2997 -2.3389 3.0572 0.0184 0.258
H 0.2563 0.1928 -1.8648 0.3237 0.2113 0.4475 0.258
H -1.4573 -0.7431 -0.4709 -2.0995 1.1579 -0.2284 0.217
```
Positions in Å, forces in eV/Å.

## Properties
Energy above the lowest of the compared OMol25 structures with the same formula, charge and spin, eV: 14.7602
SMILES: COc1cccc(COc2ccc3c(C)cc(=O)oc3c2)c1
LUMO, eV: -0.815
Kohn-Sham gap, eV: 6.92
Spin multiplicity: 1


The following is a quantum chemistry calculation of a molecular structure, C18H17AsO8P2RuS3Sb, from OMol25.

```
51
Properties=species:S:1:pos:R:3:forces:R:3:nbo_charge:R:1
Ru 0.3717 -2.7632 -1.4123 0.5500 0.0103 0.0725 0.940
O -2.8172 -0.6606 -3.2675 -0.2539 -0.1191 0.1612 -0.985
P -1.9166 -1.6040 -2.3373 -0.5194 0.6030 -0.0589 2.552
O -1.1250 -0.7913 -1.3554 0.1883 -0.1564 -0.1872 -1.174
O -1.0651 -2.5034 -3.2047 -0.0665 -0.0802 0.2227 -1.130
O -3.0214 -2.4631 -1.5588 0.1491 -0.3549 -0.0694 -1.102
P -2.6026 -3.9807 -0.9895 -0.0226 0.3652 0.2175 2.556
O -2.5231 -4.8135 -2.3489 0.0375 0.0611 -0.1096 -1.009
O -3.6560 -4.4709 -0.0990 0.0786 0.0055 -0.0654 -1.114
O -1.1849 -3.7956 -0.4320 -0.2710 0.0350 -0.2051 -1.138
H -3.6214 -0.3913 -2.7972 0.2477 -0.0532 -0.1629 0.504
H -1.9582 -4.3401 -2.9897 -0.0401 -0.0641 0.1100 0.520
S 4.8583 -4.5504 -2.0768 0.3236 -0.1982 -0.0847 -0.499
Sb 3.6910 -2.8169 -1.1289 -0.9995 -0.0526 -0.0874 0.919
S 2.0238 -2.3312 -2.8740 0.4652 0.0665 -0.0076 -0.464
S 1.7626 -3.9672 -0.1193 0.4268 0.0229 0.0130 -0.416
O 1.5722 -0.8982 -0.1417 -0.6362 0.2644 -0.0182 -1.164
As 0.6902 0.4313 0.3398 0.7807 -0.1829 0.4097 1.988
C 1.8112 1.3317 1.6529 -0.0529 -0.0812 0.0320 -0.295
C 1.9610 0.7094 2.8920 0.0131 0.1082 -0.0581 -0.221
C 2.8337 1.2321 3.8349 -0.0033 0.0268 -0.0122 -0.201
C 3.5593 2.3827 3.5443 -0.0109 -0.0091 -0.0066 -0.211
C 3.4168 3.0015 2.3107 -0.0192 0.0019 0.0234 -0.217
C 2.5465 2.4742 1.3634 -0.0432 -0.0285 -0.0041 -0.232
C -0.8699 -0.0341 1.3554 -0.1744 0.0783 -0.1218 -0.291
C -1.7521 0.9295 1.8318 0.1107 -0.1073 0.0066 -0.240
C -2.9042 0.5291 2.4928 -0.0294 -0.0076 -0.0076 -0.227
C -3.1781 -0.8245 2.6547 0.0351 0.0270 -0.0191 -0.188
C -2.2880 -1.7815 2.1851 -0.0014 0.0106 0.0393 -0.201
C -1.1222 -1.3852 1.5455 -0.0135 0.0963 0.0813 -0.199
C 0.4805 1.7518 -1.0385 -0.2472 -0.1475 -0.0834 -0.296
C 0.9621 1.4180 -2.2981 -0.0334 -0.0216 0.0204 -0.197
C 0.8358 2.3264 -3.3388 -0.0358 0.0727 0.0105 -0.207
C 0.2309 3.5589 -3.1185 0.0480 -0.0498 -0.0164 -0.206
C -0.2455 3.8883 -1.8564 -0.0129 -0.0019 0.0412 -0.212
C -0.1223 2.9826 -0.8106 0.0629 -0.0261 -0.0451 -0.240
H 1.3944 -0.1881 3.1076 0.0028 -0.0377 0.0534 0.228
H 2.9519 0.7444 4.7961 -0.0194 0.0162 -0.0594 0.211
H 4.2400 2.7958 4.2803 -0.0309 -0.0299 -0.0292 0.208
H 3.9848 3.8960 2.0839 -0.0100 -0.0288 -0.0071 0.209
H 2.4419 2.9503 0.3962 0.0292 0.0289 -0.0019 0.222
H -1.5458 1.9827 1.6896 -0.0368 0.0319 0.0180 0.203
H -3.5976 1.2735 2.8662 0.0129 -0.0180 -0.0138 0.206
H -4.0957 -1.1329 3.1410 0.0244 -0.0053 -0.0074 0.210
H -2.5095 -2.8369 2.2818 0.0033 0.0135 -0.0165 0.242
H -0.4287 -2.1253 1.1726 0.0002 -0.0511 0.0077 0.250
H 1.4106 0.4440 -2.4567 -0.0031 -0.0456 -0.0167 0.262
H 1.1951 2.0610 -4.3256 -0.0006 0.0241 0.0337 0.219
H 0.1301 4.2662 -3.9337 -0.0063 -0.0323 0.0250 0.209
H -0.7183 4.8480 -1.6844 0.0182 -0.0225 -0.0111 0.208
H -0.4868 3.2410 0.1757 -0.0144 0.0434 -0.0050 0.211
```
Positions in Å, forces in eV/Å.

## Properties
Energy above the lowest of the compared OMol25 structures with the same formula, charge and spin, eV: 0.1667
LUMO (spin up / spin down), eV: 2.321 / 0.319
Net charge: -1
Kohn-Sham gap (spin up / spin down), eV: 7.62 / 5.81
Spin multiplicity: 5


The following is a quantum chemistry calculation of a molecular structure, C18H17CaN6SSe2, from OMol25.

```
45
Properties=species:S:1:pos:R:3:forces:R:3:nbo_charge:R:1
Ca -0.6194 -0.3118 -0.5140 -0.5851 -2.0824 0.1779 1.708
C 0.8080 3.7668 0.4099 -0.0012 -0.0586 -0.1004 -0.680
C 0.6894 2.3999 -0.1861 -0.4692 0.3789 0.0425 0.208
N -0.4445 1.8837 -0.5296 0.3768 1.0419 -0.3230 -0.377
N -1.5624 2.6198 -0.4166 -0.2156 0.7359 0.2369 -0.480
C -2.6631 2.0632 -0.9100 0.1945 0.0830 0.0974 0.300
N -3.7479 2.8583 -0.8861 -0.0519 0.0287 0.0476 -0.776
S -2.9003 0.4617 -1.5094 -0.5286 0.0250 -0.4164 -0.511
C 1.8578 1.5494 -0.4763 0.3882 -0.1709 -0.1833 0.183
C 3.1394 2.0635 -0.6676 -0.1338 0.0379 0.1114 -0.228
C 4.1605 1.2176 -1.0624 -0.0170 -0.1182 0.0136 -0.126
C 3.8942 -0.1311 -1.2478 0.0563 0.0673 -0.0040 -0.254
C 2.6051 -0.5727 -1.0183 0.1014 0.0076 0.1166 0.059
N 1.6121 0.2340 -0.6443 0.9333 0.2916 -0.1569 -0.574
H 0.6332 3.7012 1.4870 -0.0053 0.0614 0.0011 0.240
H 0.0377 4.4109 -0.0089 -0.0027 -0.0055 0.0241 0.262
H 1.7836 4.2166 0.2512 0.0204 -0.0176 0.0252 0.220
H -3.6492 3.8280 -0.6352 0.0666 -0.0234 -0.0034 0.408
H -4.5955 2.5377 -1.3160 -0.0370 -0.0101 0.0047 0.413
H 3.3316 3.1172 -0.5360 -0.0066 -0.0006 0.0141 0.234
H 5.1565 1.6066 -1.2263 -0.0071 0.0157 -0.0092 0.236
H 4.6651 -0.8213 -1.5589 -0.0154 -0.0112 0.0156 0.238
H 2.3548 -1.6237 -1.1146 -0.0143 0.0082 -0.0264 0.205
Se -0.9470 -3.5763 1.3169 -0.3409 -0.3833 -0.1366 0.227
Se 0.7417 -2.1682 1.9730 0.3784 0.2614 0.1602 0.180
C -0.3395 -0.6905 2.6076 -0.1627 -0.0730 0.0112 0.037
C -0.1563 -0.1930 3.8867 0.1212 -0.1254 -0.0771 -0.258
C -1.0074 0.8137 4.3196 -0.0681 0.0348 -0.0372 -0.128
C -2.0172 1.2552 3.4784 0.0884 -0.0309 0.0449 -0.240
C -2.1163 0.6998 2.2140 -0.0787 0.0623 0.0827 0.070
N -1.2764 -0.2429 1.7767 -0.1013 0.1760 0.3876 -0.580
C -0.6221 -3.7033 -0.5865 0.1107 0.0996 0.0796 0.049
C -0.7358 -4.9541 -1.1782 -0.0438 0.0382 0.0909 -0.251
C -0.4849 -5.0655 -2.5351 0.0059 0.0700 0.0174 -0.122
C -0.1155 -3.9335 -3.2480 -0.0047 -0.0438 -0.0621 -0.241
C -0.0421 -2.7293 -2.5763 -0.0826 -0.0921 0.0059 0.043
N -0.3009 -2.6072 -1.2670 0.0753 -0.2498 -0.2512 -0.584
H 0.6175 -0.6007 4.5220 -0.0328 0.0094 0.0414 0.243
H -0.9008 1.2250 5.3146 0.0157 0.0037 -0.0038 0.238
H -2.7135 2.0207 3.7884 -0.0137 -0.0114 0.0035 0.242
H -2.8889 1.0144 1.5236 0.0400 -0.0098 -0.0369 0.230
H -1.0043 -5.8124 -0.5784 0.0456 -0.0284 -0.0205 0.245
H -0.5584 -6.0259 -3.0270 -0.0095 -0.0058 0.0028 0.241
H 0.1045 -3.9848 -4.3046 -0.0083 0.0301 0.0051 0.243
H 0.2170 -1.8167 -3.1042 0.0188 -0.0166 -0.0134 0.206
```
Positions in Å, forces in eV/Å.

## Properties
Energy above the lowest of the compared OMol25 structures with the same formula, charge and spin, eV: 0.4081
LUMO, eV: -3.234
Net charge: +1
Kohn-Sham gap, eV: 7.23
Spin multiplicity: 1


The following E_tot values (in Ha) correspond, in order, to the records above: -1786.0858, -995.9708, -5746.6331, -6903.2550.
The following F_max values (in eV Å⁻¹) correspond, in order, to the records above: 6.1, 15.9, 1.0, 2.2.